No. 1
Here is a molecular structure, C4H10N4O from the Open Molecules 2025 dataset. Energies are from ωB97M-V/def2-TZVPD.

* frontier orbital gap: 8.27 eV

The geometry in ORCA input format:
```
! RIJCOSX wB97M-V def2-TZVPD def2/J DEFGRID3
* xyz 0 1
C 2.022 -1.278 0.530
C -0.398 0.463 -0.173
C 0.677 1.607 0.203
C -2.585 -1.331 -0.238
H 2.290 -0.676 1.236
H 2.993 -1.997 0.126
H 1.156 -1.960 0.776
H 2.040 -0.667 -1.462
H 0.642 1.290 1.459
H 1.977 1.387 -0.089
H -0.711 2.705 -0.917
H -1.930 1.673 0.600
H -1.839 -1.530 -1.564
H -3.332 -2.154 0.043
N 1.379 -0.473 -0.438
N 0.019 -0.756 -0.501
N -1.783 0.928 -0.252
N -2.642 -0.198 0.748
O 0.025 2.964 -0.086
*
```

=====

No. 2
Here is a molecular structure, C34H53CoN4OP2 from the Open Molecules 2025 dataset. Energies are from ωB97M-V/def2-TZVPD.

* frontier orbital gap (alpha / beta): 6.38 / 6.02 eV
* <S²>: 3.83

The geometry in ORCA input format:
```
! RIJCOSX wB97M-V def2-TZVPD def2/J DEFGRID3
* xyz 1 4
C 0.836 3.009 -0.634
C 0.754 1.891 -2.680
C 1.085 4.233 -1.273
C 1.202 3.063 -3.354
C 1.351 4.236 -2.644
H 1.109 5.140 -0.670
H 1.350 3.005 -4.432
H 1.634 5.160 -3.147
N 0.783 1.860 -1.303
P 0.976 1.390 1.698
P -0.736 -0.494 -2.661
C 0.579 3.000 0.878
H 1.157 3.821 1.329
H -0.491 3.223 1.055
C 0.188 0.817 -3.413
H 0.289 0.876 -4.497
C -0.097 -2.290 -3.005
C -2.387 -0.133 -3.562
C 2.810 1.607 2.172
C -0.108 1.480 3.256
C 0.297 -2.954 -1.672
H -0.508 -2.862 -0.928
H 0.471 -4.025 -1.851
H 1.216 -2.538 -1.239
C -1.193 -3.182 -3.615
H -2.023 -3.324 -2.911
H -1.583 -2.808 -4.568
H -0.760 -4.176 -3.803
C 1.125 -2.194 -3.923
H 1.494 -3.212 -4.126
H 0.889 -1.727 -4.889
H 1.939 -1.629 -3.448
C -3.490 -0.994 -2.926
H -3.443 -0.936 -1.830
H -4.473 -0.611 -3.235
H -3.428 -2.042 -3.226
C -2.738 1.345 -3.333
H -2.819 1.586 -2.267
H -1.983 2.002 -3.780
H -3.709 1.543 -3.810
C -2.211 -0.389 -5.081
H -1.291 -0.930 -5.347
H -3.068 -0.966 -5.462
H -2.189 0.559 -5.642
C 0.288 0.292 4.139
H -0.436 0.199 4.962
H 0.268 -0.643 3.563
H 1.283 0.419 4.583
C -1.577 1.316 2.835
H -1.913 2.110 2.159
H -1.754 0.343 2.363
H -2.203 1.365 3.740
C 0.016 2.812 4.013
H -0.823 2.886 4.720
H 0.932 2.884 4.607
H -0.044 3.684 3.350
C 3.558 1.947 0.876
H 4.626 2.062 1.110
H 3.472 1.144 0.140
H 3.196 2.874 0.418
C 3.371 0.302 2.763
H 3.201 -0.557 2.110
H 4.460 0.423 2.872
H 2.951 0.080 3.750
C 3.061 2.728 3.191
H 2.571 3.678 2.945
H 2.780 2.424 4.206
H 4.144 2.921 3.214
Co 0.625 -0.220 0.271
C -0.965 0.321 -0.268
O -2.070 0.739 -0.199
N 2.355 -1.039 0.155
C 3.453 -1.269 -0.249
C 4.478 -1.246 -1.235
C 5.622 -2.064 -1.150
C 4.306 -0.397 -2.348
C 6.580 -2.004 -2.162
H 5.731 -2.746 -0.306
C 5.279 -0.329 -3.338
H 3.392 0.195 -2.443
C 6.416 -1.142 -3.254
H 7.467 -2.636 -2.111
H 5.146 0.345 -4.180
H 7.168 -1.114 -4.045
C -1.982 -4.162 2.663
N -2.259 -2.748 2.388
C -3.567 -2.198 2.785
C -1.333 -2.009 1.856
N -0.353 -1.561 1.360
H -2.845 -4.571 3.196
H -1.078 -4.267 3.280
H -1.829 -4.719 1.726
H -3.450 -1.459 3.592
H -4.053 -1.707 1.930
H -4.187 -3.028 3.136
*
```

=====

No. 3
Here is a molecular structure, C10H17BeNO5 from the Open Molecules 2025 dataset. Energies are from ωB97M-V/def2-TZVPD.

* frontier orbital gap: 9.48 eV

The geometry in ORCA input format:
```
! RIJCOSX wB97M-V def2-TZVPD def2/J DEFGRID3
* xyz 2 1
Be 0.107 0.396 0.877
O -0.592 -0.486 -0.198
C -0.596 -0.202 -1.438
O 0.492 1.847 0.225
C 0.765 1.770 -1.017
O 1.592 2.561 -1.638
N 0.203 0.840 -1.858
C 1.432 2.310 -3.108
C 0.515 1.134 -3.271
H 2.412 2.102 -3.541
H 0.981 3.208 -3.539
H 1.001 0.257 -3.721
H -0.408 1.391 -3.812
C -1.350 -0.905 -2.418
C -2.523 -1.550 -2.188
H -0.931 -0.908 -3.431
H -3.116 -1.368 -1.291
H -2.909 -2.208 -2.969
C 2.319 0.844 2.390
O 1.444 -0.096 1.671
C 1.222 -1.422 2.309
C -0.261 -1.688 2.420
O -0.955 -0.416 2.233
C -2.396 -0.597 2.370
H 3.032 0.228 2.945
H 1.696 1.449 3.066
H 2.841 1.482 1.667
H 1.698 -2.164 1.660
H 1.670 -1.384 3.304
H -0.581 -2.407 1.644
H -0.493 -2.088 3.416
H -2.717 -1.632 2.124
H -2.684 -0.399 3.415
H -2.908 0.105 1.701
*
```

=====

No. 4
Here is 13 unconnected molecules or ions with the total composition C28H36Cl37FN4O2PS from the Open Molecules 2025 dataset. Energies are from ωB97M-V/def2-TZVPD.

* frontier orbital gap: 7.75 eV

The geometry in ORCA input format:
```
! RIJCOSX wB97M-V def2-TZVPD def2/J DEFGRID3
* xyz 1 1
O -3.484 1.889 -1.501
C -2.198 1.545 -1.265
C -1.621 0.311 -2.236
C -0.833 -0.859 -1.395
C 0.755 -0.417 -1.652
C 1.336 -0.765 -3.170
C 2.946 -0.329 -3.300
C 3.602 0.329 -1.963
N 3.014 0.657 -0.633
C 1.580 0.293 -0.445
N -0.798 -2.287 -1.981
C -0.016 -3.013 -0.909
N 1.040 -3.888 -0.954
C 1.615 -4.329 -2.282
C 3.181 -4.820 -2.231
C 4.257 -3.646 -1.822
F 5.419 -4.342 -1.161
P 1.817 -4.569 0.543
O 2.090 -3.284 1.724
Cl 0.431 -6.013 1.251
N -0.588 -2.550 0.414
C -1.309 -1.254 0.121
C -2.895 -1.254 0.530
C -3.922 -1.780 -0.632
C -4.456 -3.334 -0.320
S -3.118 -4.634 -0.486
H -1.538 2.038 -0.402
H -0.920 0.868 -3.025
H -2.531 -0.099 -2.890
H 0.717 -1.256 -4.031
H 3.535 -0.505 -4.318
H 4.763 0.596 -2.073
H 1.091 0.528 0.618
H -1.717 -2.680 -2.279
H 0.974 -5.277 -2.620
H 1.515 -3.551 -3.151
H 3.345 -5.806 -1.579
H 3.457 -5.152 -3.344
H 4.729 -3.099 -2.765
H 3.851 -2.862 -1.046
H 2.870 -2.717 1.453
H -1.065 -3.259 1.013
H -0.899 -0.343 0.774
H -3.199 -0.162 0.849
H -3.030 -1.941 1.483
H -4.905 -1.110 -0.534
H -3.551 -1.638 -1.733
H -5.325 -3.546 -1.098
H -4.983 -3.380 0.750
H -3.225 -5.393 0.723
C -4.548 5.210 -1.860
Cl -4.721 5.827 -0.207
Cl -6.092 4.574 -2.451
Cl -3.944 6.480 -2.937
H -3.821 4.394 -1.848
C 5.638 -0.311 2.290
Cl 4.628 -1.277 1.201
Cl 6.542 -1.360 3.395
Cl 6.745 0.718 1.364
H 4.985 0.334 2.884
C 0.859 3.175 -5.129
Cl 2.126 3.965 -6.083
Cl -0.401 2.520 -6.188
Cl 1.549 1.895 -4.117
H 0.405 3.924 -4.474
C -7.687 8.424 1.321
Cl -8.832 7.554 2.357
Cl -8.170 8.302 -0.379
Cl -7.569 10.121 1.815
H -6.703 7.963 1.434
C 5.619 2.855 5.089
Cl 6.886 3.644 4.134
Cl 4.359 2.200 4.029
Cl 6.309 1.574 6.100
H 5.164 3.603 5.743
C -4.845 -4.324 3.935
Cl -5.522 -5.837 3.310
Cl -3.116 -4.215 3.562
Cl -5.714 -2.931 3.267
H -4.965 -4.316 5.021
C 4.245 -7.974 1.702
Cl 4.072 -7.358 3.354
Cl 2.700 -8.610 1.110
Cl 4.849 -6.704 0.624
H 4.972 -8.790 1.713
C -1.455 -4.180 7.560
Cl -1.628 -3.563 9.213
Cl -3.000 -4.816 6.969
Cl -0.851 -2.910 6.483
H -0.728 -4.996 7.572
C -1.852 9.906 -1.939
Cl -3.056 8.864 -1.163
Cl -2.008 11.574 -1.364
Cl -0.215 9.295 -1.638
H -2.030 9.895 -3.017
C 3.783 9.932 -0.410
Cl 3.035 10.635 1.034
Cl 4.720 11.156 -1.284
Cl 4.811 8.557 0.028
H 2.988 9.572 -1.068
C -1.545 0.986 5.251
Cl -2.222 -0.528 4.626
Cl 0.184 1.095 4.878
Cl -2.414 2.378 4.583
H -1.665 0.994 6.337
C 1.570 -3.455 -6.561
Cl 0.295 -4.678 -6.420
Cl 1.320 -2.460 -8.005
Cl 1.623 -2.442 -5.108
H 2.530 -3.968 -6.659
*
```

=====

No. 5
Here is 5 unconnected molecules or ions with the total composition C24H45ClNO16 from the Open Molecules 2025 dataset. Energies are from ωB97M-V/def2-TZVPD.

* frontier orbital gap: 7.09 eV

The geometry in ORCA input format:
```
! RIJCOSX wB97M-V def2-TZVPD def2/J DEFGRID3
* xyz -1 1
C 1.854 0.917 2.565
O 0.530 0.615 2.131
C 0.427 -0.305 1.059
C 0.374 -1.785 1.503
C 1.261 -2.743 0.683
C 2.562 -3.176 1.395
N 3.479 -3.936 0.500
C 3.908 -3.243 -0.700
C 3.071 -3.538 -1.913
O 2.480 -4.517 -2.194
Cl 3.064 -2.153 -3.075
C 3.258 -1.938 2.081
O 3.124 -1.873 3.308
O 3.678 -1.055 1.301
H 1.799 1.900 3.050
H 2.540 0.957 1.710
H 2.249 0.166 3.259
H -0.498 -0.032 0.533
H 1.265 -0.162 0.357
H 0.676 -1.825 2.558
H -0.669 -2.131 1.447
H 1.515 -2.253 -0.268
H 0.693 -3.649 0.419
H 2.300 -3.873 2.200
H 3.052 -4.822 0.254
H 3.945 -2.172 -0.485
H 4.929 -3.538 -1.002
C -2.447 -0.551 4.919
C -2.127 0.423 3.809
O -3.279 1.239 3.470
C -3.541 2.243 4.285
O -2.926 2.563 5.274
O -4.630 2.882 3.830
C -5.019 4.014 4.603
H -3.303 -1.173 4.651
H -1.584 -1.200 5.074
H -2.661 -0.032 5.853
H -1.892 -0.089 2.882
H -1.288 1.069 4.049
H -4.206 4.735 4.669
H -5.313 3.713 5.609
H -5.865 4.447 4.077
C -3.424 -1.894 -4.302
C -1.997 -1.661 -4.750
O -1.701 -0.258 -4.895
C -1.518 0.399 -3.748
O -1.570 -0.074 -2.643
O -1.265 1.679 -4.030
C -1.018 2.489 -2.872
H -4.121 -1.415 -4.991
H -3.631 -2.965 -4.291
H -3.586 -1.502 -3.300
H -1.827 -2.070 -5.744
H -1.281 -2.108 -4.061
H -0.213 2.068 -2.273
H -1.917 2.561 -2.261
H -0.741 3.465 -3.259
C -0.753 5.495 7.227
C -1.507 5.583 5.920
O -1.095 6.719 5.129
C 0.054 6.563 4.475
O 0.743 5.577 4.461
O 0.279 7.669 3.754
C 1.452 7.601 2.938
H -0.855 6.422 7.793
H -1.163 4.676 7.819
H 0.303 5.295 7.053
H -2.567 5.765 6.093
H -1.400 4.671 5.335
H 1.417 6.731 2.286
H 2.346 7.544 3.557
H 1.451 8.518 2.355
C 2.286 -6.270 -5.727
C 2.166 -4.777 -5.529
O 2.445 -4.051 -6.748
C 1.450 -3.987 -7.619
O 0.323 -4.391 -7.466
O 1.870 -3.293 -8.686
C 0.865 -3.064 -9.673
H 3.277 -6.524 -6.106
H 2.148 -6.764 -4.765
H 1.532 -6.640 -6.421
H 2.902 -4.410 -4.822
H 1.179 -4.493 -5.168
H 0.000 -2.570 -9.235
H 0.548 -4.004 -10.123
H 1.333 -2.426 -10.417
*
```